Computed, not measured: the ion C6H14BrN2 with charge +1 in a non-equilibrium geometry, with ωB97M-V/def2-TZVPD.

## Properties
Energy above the lowest of the compared OMol25 structures with the same formula, charge and spin, kJ/mol: 253.3
Highest occupied orbital energy, eV: -13.384
Charge: +1
Orbital gap, eV: 10.007

XYZ file:
```
23
Properties=species:S:1:pos:R:3:forces:R:3:lowdin_charge:R:1
N -1.194 -2.947 0.363 -1.155 0.744 0.684 -0.056
C -1.699 -1.496 0.238 0.149 -0.699 -0.503 -0.202
C -0.433 -0.451 0.144 -0.699 0.600 3.704 -0.250
C -0.756 1.031 0.850 0.688 0.110 -1.186 -0.129
C 0.698 1.755 1.039 0.259 0.078 1.771 -0.198
C 1.773 1.542 -0.164 0.805 0.586 0.137 -0.201
C 1.332 0.575 -1.392 1.853 1.852 -0.916 -0.597
Br 2.732 -0.855 -1.698 -1.172 1.036 0.203 0.705
N 0.009 -0.130 -1.264 -0.797 -0.579 -0.404 -0.015
H -2.072 -3.542 0.394 1.513 0.825 -0.146 0.091
H -0.744 -3.096 1.306 -0.670 0.401 -1.295 0.083
H -2.413 -1.314 1.158 1.470 0.525 -2.046 0.137
H -2.286 -1.452 -0.797 0.959 0.037 2.341 0.139
H 0.483 -0.880 0.778 -1.853 0.701 -1.802 0.182
H -1.369 1.701 0.077 0.897 -1.536 1.713 0.135
H -1.345 0.917 1.867 1.326 0.233 -2.272 0.142
H 1.182 1.281 2.022 -1.064 0.996 -2.159 0.132
H 0.601 2.918 1.291 0.028 -2.656 -0.734 0.138
H 2.792 1.127 0.291 -2.378 0.852 -1.059 0.118
H 2.048 2.601 -0.631 -0.676 -2.395 0.892 0.139
H 1.313 1.242 -2.383 -0.088 -1.841 2.141 0.148
H -0.726 0.516 -1.679 0.849 -1.177 0.416 0.195
H 0.073 -1.041 -1.811 -0.244 1.306 0.522 0.166
```
Positions in Å, forces in eV/Å.